# 1
Formula: C9H21HfINO2P2
Source: the Open Molecules 2025 dataset
Level of theory: wB97M-V/def2-TZVPD

Last column: Mulliken charge in e.
Element x y z (Å)
C1 -2.462 -0.491 -1.792  -1.0247
I1 -0.636 -0.315 -3.375  0.2852
H1 -2.247 -0.020 -0.772  0.4287
H2 -2.723 -1.547 -1.683  0.4125
H3 -3.239 0.004 -2.374  0.4960
Hf1 0.246 -0.146 -0.726  0.2171
P1 -0.610 -2.106 0.877  1.0301
C2 -0.024 -3.616 0.015  -1.2623
C3 0.077 -2.403 2.558  -1.3241
H4 -0.132 -3.421 2.924  0.4469
H5 -2.466 -3.554 1.589  0.4296
H6 -0.362 -1.700 3.270  0.4293
H7 -2.748 -1.851 2.005  0.4066
H8 1.068 -3.593 -0.065  0.3709
H9 1.159 -2.250 2.577  0.3422
C4 -2.362 -2.520 1.225  -1.1905
H10 -0.312 -4.521 0.563  0.4702
H11 -2.971 -2.382 0.327  0.3509
H12 -0.447 -3.657 -0.992  0.3862
P2 0.499 2.430 -0.476  1.0180
C5 1.512 2.757 -1.974  -1.2246
C6 -0.938 3.508 -0.734  -1.1951
H13 0.842 3.289 1.754  0.4196
H14 1.547 4.374 0.534  0.4495
H15 2.379 2.868 1.011  0.3744
C7 1.403 3.322 0.818  -1.2644
H16 -1.523 3.523 0.193  0.4097
H17 -0.549 4.512 -0.967  0.4458
H18 1.677 3.848 -2.024  0.4778
H19 0.983 2.382 -2.860  0.3820
H20 -1.561 3.107 -1.539  0.3905
H21 2.480 2.242 -1.878  0.3777
C8 2.103 -1.045 -1.574  0.2988
O1 3.231 -1.306 -1.717  -0.0358
O2 3.121 0.203 2.677  -0.3310
C9 2.380 0.084 1.762  0.8352
N1 1.606 -0.011 0.841  -0.5290

As for the LUMO energy: -12.909 eV. Its net charge is +3. The HOMO-LUMO gap is 7.50 eV. Its HOMO energy is -20.4 eV. As for the total energy: -43214.705 eV. As for the largest force on an atom: 0.1599 Eh/bohr.

# 2
Formula: C2H5O2Tm
Source: the Open Molecules 2025 dataset
Level of theory: wB97M-V/def2-TZVPD

Last column: Mulliken spin population.
Element x y z (Å)
C1 -0.918 -0.683 -0.241  0.4876
H1 -1.075 -1.088 0.768  0.0267
H2 -1.574 -1.209 -0.946  0.0189
C2 -1.153 0.755 -0.251  -0.0037
O1 -0.263 1.595 -0.032  0.0205
Tm1 1.989 1.870 0.310  2.0061
H3 -2.195 1.110 -0.224  0.0410
O2 2.074 -0.427 0.059  0.2986
H4 2.545 -1.014 0.680  -0.0043
H5 0.568 -0.909 -0.123  0.1087

As for the expectation value of S²: 3.76. As for the LUMO energy (spin up / spin down): -16.172 / -18.076 eV. Its spin multiplicity is 4. Its net charge is +3. The HOMO-LUMO gap (spin up / spin down) is 9.21 / 7.80 eV. Its HOMO energy (spin up / spin down) is -25.4 / -25.9 eV. As for the total energy: -35740.567 eV. As for the largest force on an atom: 0.0657 Eh/bohr.

# 3
Formula: C45H44Cl2F3N2O2P2RuS2
Source: the Open Molecules 2025 dataset
Level of theory: wB97M-V/def2-TZVPD

Last column: Mulliken spin population.
Element x y z (Å)
Ru1 -1.107 -1.575 -1.129  1.7018
C1 1.420 3.227 4.891  -0.0007
S1 2.939 3.179 3.915  0.0014
C2 2.902 1.446 3.399  0.0002
C3 1.954 1.183 2.243  0.0051
C4 1.973 -0.275 1.805  0.0056
N1 0.982 -0.552 0.766  0.0004
P1 -0.532 -1.303 1.069  -0.0335
C5 -0.216 -2.932 1.798  0.0032
C6 -1.341 -3.687 2.135  -0.0061
C7 -1.194 -4.979 2.609  0.0011
C8 0.075 -5.531 2.738  -0.0017
C9 1.194 -4.792 2.387  0.0029
C10 1.051 -3.493 1.917  0.0071
C11 -1.239 -0.341 2.433  0.0033
C12 -0.919 -0.604 3.763  0.0039
C13 -1.394 0.228 4.767  0.0002
C14 -2.208 1.307 4.451  -0.0006
C15 -2.562 1.548 3.129  0.0013
C16 -2.077 0.725 2.123  0.0053
P2 1.207 -0.861 -0.907  0.2115
C17 1.484 0.666 -1.871  0.3022
C18 1.008 2.036 -1.492  -0.1746
C19 1.516 3.096 -2.443  0.3267
C20 2.103 2.815 -3.625  -0.0472
C21 2.344 1.471 -4.005  0.3667
C22 2.044 0.442 -3.103  -0.1397
C23 2.881 -1.593 -0.957  0.0139
C24 3.999 -0.754 -0.882  0.0138
C25 5.273 -1.286 -0.791  0.0010
C26 5.449 -2.665 -0.784  0.0011
C27 4.348 -3.501 -0.863  0.0008
C28 3.064 -2.973 -0.946  -0.0064
H1 1.325 4.236 5.286  0.0001
H2 1.487 2.530 5.725  0.0000
H3 0.542 2.992 4.292  0.0005
H4 2.626 0.847 4.270  0.0002
H5 3.928 1.183 3.132  -0.0001
H6 2.232 1.827 1.400  -0.0062
H7 0.932 1.436 2.545  -0.0030
H8 1.760 -0.908 2.670  0.0005
H9 2.967 -0.558 1.449  -0.0011
H10 -2.334 -3.275 1.993  0.0044
H11 -2.068 -5.566 2.852  0.0000
H12 0.188 -6.546 3.094  -0.0001
H13 2.180 -5.231 2.465  0.0000
H14 1.929 -2.939 1.614  -0.0017
H15 -0.311 -1.463 4.015  0.0000
H16 -1.146 0.021 5.799  -0.0001
H17 -2.592 1.942 5.239  -0.0001
H18 -3.242 2.356 2.891  -0.0004
H19 -2.375 0.874 1.093  0.0084
H20 1.368 2.263 -0.479  0.1440
H21 1.290 4.127 -2.193  0.0421
H22 2.381 3.618 -4.294  0.0004
H23 2.797 1.244 -4.959  0.0027
H24 2.316 -0.572 -3.380  0.0052
H25 3.877 0.322 -0.901  0.0000
H26 6.130 -0.628 -0.733  0.0003
H27 6.445 -3.082 -0.723  0.0001
H28 4.480 -4.574 -0.870  -0.0002
H29 2.208 -3.630 -1.019  -0.0071
Cl1 -1.403 -1.855 -3.457  -0.0155
C29 -3.124 -1.608 -3.732  0.0154
C30 -3.569 -1.716 -5.036  -0.0065
C31 -4.916 -1.530 -5.291  0.0161
C32 -5.777 -1.236 -4.245  -0.0084
C33 -5.293 -1.129 -2.954  -0.0001
Cl2 -6.414 -0.743 -1.691  0.0011
C34 -3.937 -1.314 -2.645  0.0058
S2 -3.366 -1.151 -0.988  0.1060
H30 -2.874 -1.950 -5.830  0.0002
H31 -5.295 -1.618 -6.299  0.0014
H32 -6.833 -1.090 -4.423  -0.0005
C35 -0.554 5.756 -0.560  -0.0177
N2 0.153 4.738 0.179  0.7597
C36 1.469 5.011 0.696  -0.0198
C37 -0.576 3.548 0.603  0.0496
C38 -1.253 2.864 -0.567  0.0546
C39 -2.631 3.017 -0.724  0.0092
C40 -3.290 2.450 -1.799  0.0062
C41 -2.564 1.735 -2.743  -0.0157
C42 -1.199 1.579 -2.589  0.0076
C43 -0.522 2.132 -1.504  0.0735
H33 0.049 6.655 -0.630  0.0063
H34 -1.504 5.957 -0.057  0.0312
H35 -0.790 5.380 -1.559  0.0293
H36 1.528 6.056 1.001  0.0259
H37 2.206 4.852 -0.102  0.0524
H38 1.695 4.345 1.528  -0.0004
H39 -1.336 3.894 1.314  0.0066
H40 0.118 2.903 1.136  0.0127
H41 -3.196 3.565 0.022  0.0014
H42 -4.362 2.551 -1.895  -0.0001
H43 -3.065 1.292 -3.593  -0.0015
H44 -0.632 1.027 -3.332  -0.0122
F1 -1.394 -6.485 -0.407  -0.0006
C44 -0.629 -5.885 -1.321  -0.0046
F2 -1.034 -6.291 -2.534  -0.0005
F3 0.624 -6.318 -1.145  -0.0008
C45 -0.726 -4.347 -1.231  -0.0509
O1 -1.844 -3.866 -0.996  0.0810
O2 0.320 -3.694 -1.415  0.0441

As for the expectation value of S²: 6.06. As for the LUMO energy (spin up / spin down): -2.333 / -6.229 eV. Its spin multiplicity is 5. Its net charge is +1. The HOMO-LUMO gap (spin up / spin down) is 6.86 / 3.66 eV. Its HOMO energy (spin up / spin down) is -9.2 / -9.9 eV. As for the total energy: -130476.260 eV. As for the largest force on an atom: 0.0155 Eh/bohr.

# 4
Formula: C6H14NO
Source: the Open Molecules 2025 dataset
Level of theory: wB97M-V/def2-TZVPD

Last column: Mulliken charge in e.
Element x y z (Å)
C1 0.992 0.287 -0.592  0.1544
O1 0.018 0.967 -1.361  -0.9123
C2 2.386 0.447 -1.255  -0.5551
N1 3.483 -0.202 -0.471  -0.6355
H1 1.104 0.697 0.494  0.0369
H2 0.785 -0.810 -0.362  0.0587
H3 2.281 0.094 -2.324  0.2160
H4 2.577 1.509 -1.329  0.2672
H5 3.291 -1.224 -0.408  0.2284
H6 4.362 -0.197 -1.042  0.2236
C3 -1.626 1.078 1.183  -1.1183
C4 -1.819 -0.464 1.061  0.8310
C5 -1.784 -1.342 2.064  -0.9358
C6 -2.128 -0.812 -0.358  -1.0668
H7 -1.012 1.418 0.323  0.2472
H8 -1.101 1.367 2.100  0.2999
H9 -2.603 1.587 1.219  0.3166
H10 -2.087 -2.359 2.026  0.3257
H11 -1.590 -0.950 3.089  0.2401
H12 -2.356 -1.889 -0.425  0.2744
H13 -1.285 -0.406 -0.960  0.2354
H14 -3.011 -0.317 -0.834  0.2682

As for the LUMO energy: 4.002 eV. Its net charge is -1. The HOMO-LUMO gap is 6.94 eV. Its HOMO energy is -2.9 eV. As for the total energy: -9985.297 eV. As for the largest force on an atom: 0.0445 Eh/bohr.

# 5
Formula: C26H24IN2O4PdS2
Source: the Open Molecules 2025 dataset
Level of theory: wB97M-V/def2-TZVPD

Last column: Mulliken charge in e.
Element x y z (Å)
Pd1 0.371 -0.665 0.478  0.6889
C1 -0.617 3.165 -1.869  -1.5475
C2 -0.789 1.949 -0.991  0.4771
N1 -0.118 0.787 -1.252  1.3937
N2 0.340 0.618 -2.406  -1.3709
C3 1.040 -0.588 -2.533  0.6369
S1 1.413 -1.612 -1.267  -0.3581
S2 1.532 -0.867 -4.134  0.0224
C4 1.534 -2.706 -4.324  -1.2247
C5 0.158 -3.201 -4.657  0.8028
C6 -0.223 -3.315 -5.989  -0.4902
C7 -1.507 -3.725 -6.321  -0.5716
C8 -2.425 -4.005 -5.319  -0.4204
C9 -2.048 -3.898 -3.985  -0.6901
C10 -0.762 -3.496 -3.655  -0.1141
C11 -1.698 1.915 0.039  0.6514
C12 -2.254 3.125 0.566  -0.7784
C13 -3.268 3.087 1.451  -0.6081
C14 -3.864 1.835 1.882  -0.4083
C15 -3.392 0.662 1.448  -0.6704
C16 -2.262 0.612 0.529  1.1524
O1 -1.853 -0.491 0.148  -0.8927
H1 0.129 2.976 -2.633  0.4152
H2 -0.308 4.030 -1.280  0.3797
H3 -1.567 3.404 -2.347  0.3436
H4 1.948 -3.145 -3.420  0.5026
H5 2.228 -2.864 -5.148  0.4920
H6 0.488 -3.083 -6.775  0.3551
H7 -1.790 -3.820 -7.361  0.3825
H8 -3.434 -4.303 -5.575  0.3866
H9 -2.757 -4.127 -3.200  0.4086
H10 -0.476 -3.422 -2.612  0.4279
H11 -1.843 4.077 0.266  0.3166
H12 -3.649 4.017 1.855  0.4567
H13 -4.701 1.860 2.569  0.4372
H14 -3.793 -0.288 1.773  0.4919
I1 1.744 6.191 4.118  0.1115
C17 1.211 4.203 3.846  -0.1143
C18 1.127 3.690 2.560  -0.7921
C19 0.789 2.354 2.384  0.2434
C20 0.563 1.525 3.475  0.4166
C21 0.652 2.058 4.757  -0.4609
C22 0.965 3.396 4.948  -0.5089
C23 0.325 0.063 3.324  -0.1817
O2 0.733 -0.717 4.159  -0.6224
O3 -0.391 -0.349 2.271  -0.5986
H15 1.333 4.322 1.706  0.4629
H16 0.732 1.957 1.380  0.5161
H17 0.482 1.410 5.608  0.4698
H18 1.030 3.801 5.948  0.3975
C24 3.755 -1.064 3.116  -1.3214
C25 2.685 -1.444 2.160  1.1778
C26 2.166 -2.837 2.177  -1.0997
O4 2.230 -0.576 1.401  -0.5791
H19 4.658 -1.645 2.909  0.4361
H20 3.410 -1.323 4.119  0.3489
H21 3.971 -0.001 3.054  0.3264
H22 2.943 -3.553 2.444  0.4289
H23 1.706 -3.099 1.228  0.1728
H24 1.398 -2.858 2.957  0.2937

As for the LUMO energy: -5.870 eV. Its net charge is +1. The HOMO-LUMO gap is 5.01 eV. Its HOMO energy is -10.9 eV. As for the total energy: -71763.825 eV. As for the largest force on an atom: 0.0318 Eh/bohr.

# 6
Formula: C4H4Cl2O
Source: the Open Molecules 2025 dataset
Level of theory: wB97M-V/def2-TZVPD

Last column: Mulliken charge in e.
Element x y z (Å)
C1 -2.131 0.323 1.253  0.3147
C2 -1.215 -0.094 0.611  -0.5824
C3 -0.169 -0.445 -0.368  -0.3295
O1 0.347 -1.658 -0.107  -0.4718
C4 1.069 0.730 -0.262  -0.0413
Cl1 1.578 0.636 1.403  -0.1322
Cl2 2.314 0.236 -1.432  -0.1971
H1 -3.116 0.606 1.714  0.4071
H2 -0.468 -0.301 -1.396  0.2998
H3 1.000 -1.787 -0.831  0.3690
H4 0.792 1.754 -0.584  0.3638

As for the LUMO energy: 0.670 eV. The HOMO-LUMO gap is 10.76 eV. Its HOMO energy is -10.1 eV. As for the total energy: -31302.493 eV. Its structure (SMILES) is C#C[C@H](O)C(Cl)Cl. As for the largest force on an atom: 0.0718 Eh/bohr.